Here is a structure of composition C39H39AuBFN6O5S at a distorted geometry from OMol25. Energies are from the ωB97M-V functional and the def2-TZVPD basis.

Last column: Löwdin charge in e.
Positions of all 93 atoms, in Å:
Au: 2.1874 2.3034 1.0245  1.257
N: 3.7382 1.6452 4.9706  0.152
C: 2.8222 1.6923 6.0112  -0.185
C: 3.3029 1.7571 7.3750  0.032
C: 2.3658 1.7386 8.4281  -0.030
C: 0.9969 1.7954 8.1299  -0.043
C: 0.5510 1.7828 6.8106  -0.099
C: 1.4531 1.7277 5.7661  -0.447
S: 0.7945 1.9165 4.1966  1.188
N: 2.1266 2.1335 3.2638  -0.353
C: 3.3467 1.8680 3.7025  -0.342
C: 4.4316 1.7421 2.6971  -0.197
C: 5.7440 1.3496 3.0553  -0.013
C: 6.6741 0.9498 2.0994  -0.015
C: 6.2192 0.9986 0.7613  -0.038
C: 4.9475 1.4613 0.4283  -0.076
N: 4.0966 1.8484 1.3998  -0.096
H: 4.7064 1.4571 5.1736  0.137
H: 4.3743 1.7838 7.5633  0.120
H: 2.7449 1.6267 9.4254  0.114
H: 0.2394 1.7474 8.9279  0.127
H: -0.4752 1.9280 6.5319  0.107
H: 6.0689 1.4756 4.0839  0.106
H: 7.6482 0.6385 2.4301  0.117
H: 6.8618 0.6383 -0.0176  0.107
H: 4.6699 1.5689 -0.6188  0.124
F: -0.5928 -4.6565 1.4003  0.049
C: -1.3321 -3.5009 1.3259  -0.155
C: -0.7032 -2.2809 1.2842  0.082
C: -1.4227 -1.0691 1.2892  -0.048
C: -0.7050 0.2047 1.0686  -0.321
O: 0.5221 0.1148 0.8533  -0.030
C: -1.4699 1.4091 1.0618  -0.027
C: -2.8331 1.2865 1.1783  0.063
N: -3.5170 0.1137 1.1360  0.013
C: -4.9279 0.0733 1.2176  -0.296
C: -5.7459 -0.4128 0.0415  -0.096
C: -5.7222 1.0254 0.4092  -0.086
C: -2.8304 -1.1294 1.2364  -0.098
C: -3.4678 -2.3614 1.3116  0.045
C: -2.7646 -3.5686 1.2716  -0.144
N: -3.3528 -4.8068 1.0137  -0.107
C: -4.6101 -4.7482 0.2507  -0.125
C: -4.6224 -5.9524 -0.7054  -0.093
N: -4.3831 -7.2349 0.0342  0.062
C: -3.0503 -7.1968 0.7803  -0.068
C: -3.0681 -6.0244 1.7482  -0.126
C: -0.9403 2.8264 0.8089  -0.536
O: -1.7788 3.7284 0.7410  0.071
O: 0.3177 3.1325 0.7012  -0.159
H: 0.3855 -2.2216 1.2908  0.140
H: -3.4601 2.1524 1.2176  0.144
H: -5.3620 -0.2393 2.1872  0.166
H: -6.6537 -0.9638 0.2711  0.108
H: -5.1956 -0.7369 -0.8551  0.121
H: -6.6477 1.4196 0.8579  0.129
H: -5.1664 1.6975 -0.2035  0.109
H: -4.5402 -2.3876 1.4463  0.113
H: -4.5188 -3.8598 -0.4096  0.141
H: -5.5306 -4.6551 0.9108  0.152
H: -3.8606 -5.7995 -1.4688  0.147
H: -5.6038 -6.0676 -1.1448  0.135
H: -4.4708 -7.9645 -0.6500  0.171
H: -5.1739 -7.3724 0.7374  0.215
H: -2.2418 -7.1528 0.0512  0.146
H: -2.9828 -8.1546 1.3009  0.139
H: -2.0822 -5.9714 2.2087  0.130
H: -3.8543 -6.1175 2.5674  0.157
C: 1.7645 4.5603 -7.0192  -0.074
C: 1.8994 3.0552 -7.0521  -0.531
C: 3.1386 2.6345 -7.9227  -0.037
C: 0.7099 2.4073 -7.8312  -0.045
C: 2.0166 2.4318 -5.6459  -0.161
C: 2.0973 1.0710 -5.4725  -0.035
C: 1.9759 0.4939 -4.2255  0.015
C: 1.9145 1.2964 -3.1101  -0.228
O: 1.7887 0.9327 -1.7991  0.122
B: 1.8620 2.2040 -1.0996  -0.408
O: 1.7787 3.2880 -2.0084  0.143
C: 1.8589 2.6858 -3.2917  -0.146
C: 1.8688 3.2742 -4.5356  0.066
H: 1.5713 4.9637 -8.0134  0.090
H: 2.6379 5.0717 -6.5944  0.094
H: 0.9050 4.8691 -6.3933  0.090
H: 2.9538 2.9729 -8.9693  0.102
H: 3.2496 1.5697 -7.8950  0.058
H: 4.0258 3.0476 -7.4805  0.078
H: 0.6324 2.9204 -8.7769  0.077
H: -0.2042 2.5424 -7.2640  0.083
H: 0.8212 1.3215 -7.9708  0.085
H: 2.2930 0.4454 -6.3248  0.112
H: 1.9533 -0.5938 -4.0874  0.130
H: 1.8106 4.3834 -4.6104  0.134

Forces on atoms 1 to 2 (eV/Å):
-2.779 0.405 -1.194
-1.887 0.204 1.764

Results
Expectation value of S²: 2.0194
Multiplicity: 3
Gap between HOMO and LUMO (spin up / spin down) (eV): 5.7 / 4.8
Electronic energy (eV): -78160.3498
Charge: +2
HOMO level (spin up / spin down) (Ha): -0.380 / -0.428